(1)
DFT (ωB97M-V with the def2-TZVPD basis set) results for an isolated molecule of C22H26ClN3O2.

Atoms and positions in Å:
C: 2.872 -3.662 1.997
N: 1.990 -2.520 2.018
C: 2.284 -1.429 1.215
C: 1.604 -0.211 1.363
C: 1.934 0.895 0.601
C: 2.953 0.825 -0.334
C: 3.641 -0.365 -0.488
C: 3.315 -1.475 0.267
H: 3.869 -2.386 0.107
H: 4.443 -0.437 -1.209
H: 3.219 1.692 -0.918
H: 1.391 1.818 0.741
H: 0.846 -0.098 2.126
C: 0.628 -2.819 2.392
H: 0.087 -1.891 2.573
H: 0.649 -3.372 3.337
C: -0.136 -3.657 1.350
C: -0.186 -2.996 -0.031
N: -0.827 -1.703 0.008
C: -2.114 -1.521 -0.338
O: -2.834 -2.396 -0.771
C: -2.621 -0.095 -0.099
N: -1.620 0.916 -0.362
C: -1.521 1.868 0.593
O: -0.755 2.805 0.582
C: -2.542 1.547 1.673
H: -3.372 2.246 1.552
C: -2.966 0.110 1.388
H: -2.388 -0.586 2.001
H: -4.021 -0.070 1.580
H: -2.122 1.694 2.666
C: -0.966 0.988 -1.655
C: -0.827 2.403 -2.149
C: -1.937 3.219 -2.345
C: -1.809 4.521 -2.796
C: -0.551 5.027 -3.068
C: 0.566 4.229 -2.891
C: 0.424 2.932 -2.435
H: 1.295 2.312 -2.286
H: 1.549 4.621 -3.102
H: -0.449 6.043 -3.415
H: -2.690 5.130 -2.929
Cl: -3.525 2.611 -2.027
H: 0.030 0.531 -1.602
H: -1.577 0.410 -2.358
H: -3.503 0.056 -0.737
H: -0.284 -0.928 0.366
H: 0.823 -2.873 -0.434
H: -0.771 -3.622 -0.709
H: -1.155 -3.808 1.708
H: 0.334 -4.636 1.248
H: 3.901 -3.330 2.133
H: 2.809 -4.249 1.072
H: 2.613 -4.313 2.832

Output
SMILES = CN(CCCNC(=O)[C@H]1CCC(=O)N1Cc1ccccc1Cl)c1ccccc1
Relative energy (zero: lowest compared OMol25 entry of this formula, charge and spin) = 61.83 kJ/mol
E_HOMO = -7.945 eV
E_tot = -44325.3981 eV
Kohn-Sham gap = 0.3178 Ha
Charge = 0

***

(2)
DFT (ωB97M-V with the def2-TZVPD basis set) results for a structure of composition C22H26CoFNO7P2Se.

Atoms and positions in Å:
Co: -0.295 0.459 -0.138
O: -3.144 0.297 2.996
P: -1.614 0.112 2.581
O: -0.724 0.270 3.732
O: -1.410 0.950 1.313
O: -1.560 -1.440 2.053
P: -2.109 -1.988 0.649
O: -3.633 -1.399 0.662
O: -2.139 -3.457 0.602
O: -1.360 -1.226 -0.440
H: -3.718 0.040 2.258
H: -4.239 -2.126 0.480
N: 0.553 -0.457 -1.904
C: 1.755 -0.466 -2.665
C: 2.318 0.717 -3.127
C: 3.493 0.677 -3.860
C: 4.120 -0.531 -4.135
C: 3.554 -1.710 -3.673
C: 2.376 -1.678 -2.944
H: 0.218 -1.391 -1.693
H: -0.196 0.015 -2.408
H: 1.843 1.663 -2.897
H: 3.932 1.604 -4.205
H: 5.045 -0.551 -4.696
H: 4.031 -2.660 -3.877
H: 1.934 -2.599 -2.581
C: -4.595 5.975 1.661
C: -3.573 5.123 0.959
C: -3.938 3.966 0.288
C: -3.008 3.165 -0.369
C: -3.484 1.913 -1.050
C: -1.664 3.547 -0.365
Se: -0.347 2.517 -1.305
C: -1.269 4.704 0.319
C: 0.174 5.121 0.405
C: -2.229 5.472 0.966
H: -5.562 5.474 1.699
H: -4.733 6.930 1.148
H: -4.290 6.196 2.685
H: -4.979 3.660 0.289
H: -4.551 1.773 -0.878
H: -2.964 1.029 -0.679
H: -3.307 1.961 -2.128
H: 0.762 4.364 0.928
H: 0.264 6.065 0.943
H: 0.620 5.233 -0.584
H: -1.912 6.362 1.501
F: 6.323 1.054 -1.304
C: 5.088 0.950 -0.750
C: 4.621 -0.297 -0.397
C: 3.354 -0.393 0.164
C: 2.565 0.737 0.363
C: 1.227 0.647 0.993
C: 3.082 1.980 -0.006
C: 4.345 2.099 -0.562
H: 5.236 -1.170 -0.567
H: 2.970 -1.365 0.451
H: 0.977 1.535 1.569
H: 1.107 -0.234 1.633
H: 2.469 2.863 0.131
H: 4.750 3.057 -0.859

Output
E_HOMO (alpha / beta) = -5.199 / -5.326 eV
E_tot = -163338.0183 eV
Kohn-Sham gap (alpha / beta) = 0.2726 / 0.2822 Ha
Charge = -1

***

(3)
DFT (ωB97M-V with the def2-TZVPD basis set) results for an isolated molecule of C22H26N2O5S in a non-equilibrium geometry.

Atoms and positions in Å:
O: -2.399 2.671 1.756
C: -1.298 2.157 1.902
N: -0.671 2.122 3.094
C: -1.322 2.747 4.240
H: -1.623 3.767 3.977
H: -0.591 2.795 5.046
C: -2.578 1.981 4.696
O: -3.757 2.487 4.146
H: -3.604 2.615 3.192
H: -2.453 0.914 4.447
H: -2.689 2.069 5.780
C: 0.689 1.667 3.297
C: 1.598 2.810 3.683
C: 1.655 3.945 2.883
C: 2.474 5.004 3.227
C: 3.249 4.939 4.373
C: 3.200 3.811 5.173
C: 2.375 2.753 4.831
H: 2.337 1.874 5.460
H: 3.801 3.754 6.068
H: 3.889 5.766 4.642
H: 2.509 5.882 2.600
H: 1.049 3.997 1.990
H: 1.051 1.216 2.371
H: 0.696 0.902 4.083
C: -0.647 1.517 0.726
C: -0.458 0.201 0.623
C: 0.032 -0.512 -0.549
C: 0.439 -1.842 -0.403
C: 0.920 -2.557 -1.483
C: 0.992 -1.947 -2.721
C: 0.587 -0.637 -2.895
C: 0.112 0.080 -1.813
H: -0.213 1.098 -1.954
H: 0.668 -0.194 -3.875
S: 1.521 -2.900 -4.142
O: 2.365 -3.968 -3.699
O: 1.992 -2.005 -5.155
N: 0.121 -3.596 -4.720
C: -0.853 -2.697 -5.293
H: -1.391 -2.144 -4.506
C: -1.853 -3.531 -6.100
O: -2.454 -4.517 -5.293
C: -1.490 -5.387 -4.747
C: -0.480 -4.616 -3.893
H: -0.999 -4.169 -3.030
H: 0.321 -5.268 -3.545
H: -0.954 -5.907 -5.554
H: -2.038 -6.110 -4.142
H: -1.329 -4.004 -6.942
H: -2.665 -2.906 -6.475
H: -0.317 -1.998 -5.934
H: 1.257 -3.577 -1.383
H: 0.383 -2.311 0.568
H: -0.663 -0.426 1.484
H: -0.491 2.182 -0.111

Output
SMILES = O=C(/C=C/c1ccc(S(=O)(=O)N2CCOCC2)cc1)N(CCO)Cc1ccccc1
Relative energy (zero: lowest compared OMol25 entry of this formula, charge and spin) = 247.46 kJ/mol
E_HOMO = -9.280 eV
E_tot = -47288.0153 eV
Kohn-Sham gap = 0.3286 Ha
Charge = 0

***

(4)
DFT (ωB97M-V with the def2-TZVPD basis set) results for an isolated molecule of C22H26N2O6 in a non-equilibrium geometry.

Atoms and positions in Å:
C: -2.844 -1.942 -0.214
N: -1.437 -2.092 0.027
C: -1.064 -3.191 0.874
C: -0.500 -1.216 -0.652
C: 0.899 -1.865 -0.740
C: 1.016 -3.108 -1.369
C: 2.253 -3.754 -1.412
C: 3.389 -3.143 -0.853
C: 3.284 -1.882 -0.260
C: 2.038 -1.241 -0.247
H: -3.333 -2.929 -0.183
H: -3.307 -1.320 0.569
H: -3.020 -1.467 -1.189
H: -1.870 -3.341 1.606
H: -0.950 -4.137 0.315
H: -0.150 -3.004 1.438
H: -0.902 -1.210 -1.682
H: 0.129 -3.556 -1.819
H: 2.325 -4.731 -1.898
H: 4.362 -3.638 -0.896
H: 4.132 -1.344 0.176
H: 2.009 -0.226 0.137
C: 3.540 2.575 -1.553
C: 2.221 2.092 -2.077
O: 1.491 1.561 -0.929
C: 0.424 0.841 -1.285
C: -0.423 0.129 -0.176
C: 0.186 0.060 1.240
O: 0.062 -0.915 1.983
O: 0.850 1.166 1.610
C: 1.521 1.096 2.925
C: 2.992 1.309 2.723
C: -1.772 0.892 -0.049
C: -2.454 0.989 1.177
C: -3.659 1.688 1.272
C: -4.183 2.345 0.142
N: -5.465 2.966 0.180
O: -5.878 3.517 -0.869
O: -6.132 2.943 1.239
C: -3.518 2.241 -1.090
C: -2.366 1.466 -1.185
O: 0.125 0.709 -2.469
H: 4.166 2.925 -2.379
H: 3.409 3.415 -0.866
H: 4.085 1.772 -1.044
H: 1.608 2.897 -2.496
H: 2.352 1.296 -2.817
H: 1.060 1.901 3.499
H: 1.312 0.127 3.387
H: 3.506 1.395 3.684
H: 3.441 0.459 2.194
H: 3.182 2.225 2.156
H: -2.082 0.480 2.068
H: -4.207 1.719 2.208
H: -3.931 2.736 -1.965
H: -1.924 1.320 -2.166

Output
SMILES = CCOC(=O)C(C(=O)OCC)(c1ccc([N+](=O)[O-])cc1)[C@@H](c1ccccc1)N(C)C
Relative energy (zero: lowest compared OMol25 entry of this formula, charge and spin) = 470.36 kJ/mol
E_HOMO = -7.727 eV
E_tot = -38497.2685 eV
Kohn-Sham gap = 0.2505 Ha
Charge = 0

***

(5)
DFT (ωB97M-V with the def2-TZVPD basis set) results for a structure of composition C22H26N4O4 in a non-equilibrium geometry.

Atoms and positions in Å:
C: -0.713 -1.576 2.609
C: -2.058 -1.448 2.081
O: -2.110 -0.402 1.003
C: -3.509 -0.171 0.591
O: -3.491 0.885 -0.224
C: -3.069 2.075 0.722
C: -3.372 3.300 0.041
H: -4.374 3.605 -0.351
H: -2.907 3.352 -1.212
H: -2.801 4.237 0.366
H: -1.997 2.232 0.861
H: -3.623 2.299 1.547
C: -4.143 -1.361 -0.472
N: -3.172 -1.390 -1.340
C: -2.310 -2.485 -1.310
O: -2.520 -3.422 -0.283
C: -1.011 -2.493 -2.011
N: -0.256 -1.315 -1.451
N: 0.863 -1.550 -0.788
C: 1.479 -0.756 0.003
C: 1.279 0.611 -0.360
C: 1.960 1.684 0.556
C: 1.828 3.039 0.239
C: 0.778 3.382 -0.535
C: 0.088 2.563 -1.617
C: 0.402 1.055 -1.169
C: -0.505 -0.138 -1.839
O: -1.377 0.479 -2.656
H: -0.764 2.635 -1.961
H: 0.699 4.345 -0.800
H: 2.429 3.778 0.655
H: 2.822 1.263 0.961
C: 2.632 -1.333 0.765
C: 3.944 -1.112 0.223
C: 4.226 -1.058 -1.110
C: 5.572 -0.424 -1.488
N: 6.520 -0.265 -0.864
C: 6.219 -0.253 0.867
C: 4.964 -0.572 1.136
H: 4.697 -0.470 2.282
H: 7.115 -0.058 1.411
H: 5.655 -0.543 -2.336
H: 3.411 -1.320 -1.805
H: 2.456 -2.602 0.745
H: 2.368 -0.983 1.707
H: -1.169 -2.148 -3.102
H: -0.386 -3.363 -1.974
H: -2.774 -0.834 -1.911
H: -4.379 -2.009 0.067
H: -5.192 -0.686 -0.761
H: -4.191 0.002 1.469
H: -2.562 -2.367 1.689
H: -2.653 -1.028 2.818
H: -0.640 -2.311 3.490
H: -0.240 -0.668 2.895
H: -0.136 -1.909 1.927

Output
Relative energy (zero: lowest compared OMol25 entry of this formula, charge and spin) = 2036.33 kJ/mol
E_HOMO = -8.776 eV
E_tot = -37367.4697 eV
Kohn-Sham gap = 0.3033 Ha
Charge = 0

***

(6)
DFT (ωB97M-V with the def2-TZVPD basis set) results for a structure of composition C22H26N4O4 in a non-equilibrium geometry.

Atoms and positions in Å:
C: 1.699 1.520 -1.916
H: 0.781 1.807 -1.772
H: 2.043 1.854 -3.066
H: 2.410 1.993 -1.368
O: 1.747 -0.064 -1.967
C: 2.861 -0.481 -1.434
O: 3.811 0.149 -1.155
C: 2.896 -1.896 -1.542
C: 3.767 -2.351 -0.366
C: 3.283 -1.943 1.060
N: 1.738 -1.556 1.046
C: 1.156 -0.429 1.121
N: 2.115 0.313 1.233
C: 1.648 1.840 1.395
C: 2.503 2.829 1.295
C: 1.951 4.084 1.420
C: 0.684 4.188 1.171
C: -0.279 3.257 1.176
C: 0.339 2.105 1.171
N: -0.638 1.000 1.495
C: -0.189 -0.265 1.330
C: -1.316 -1.170 2.036
C: -0.690 -2.360 2.520
N: -0.381 -3.373 3.161
C: -2.144 -1.340 0.453
O: -1.772 -2.105 -0.306
O: -3.281 -1.086 0.921
C: -4.209 -0.668 -0.169
H: -5.272 -1.231 0.383
C: -4.353 0.577 -0.553
C: -3.045 1.244 -1.214
H: -2.335 1.120 -0.503
H: -2.671 0.541 -1.956
H: -3.195 2.019 -1.562
C: -5.510 0.616 -1.687
H: -6.383 0.521 -1.263
H: -5.176 0.083 -2.723
H: -5.616 1.728 -1.757
H: -4.701 1.275 0.248
H: -4.038 -1.355 -0.858
H: -1.716 -0.831 2.807
H: -1.442 3.543 1.215
H: 0.199 5.323 1.040
H: 2.649 4.817 1.347
H: 3.463 2.707 1.458
C: 1.333 -2.834 0.195
C: 1.616 -2.668 -1.233
H: 0.912 -2.075 -1.707
H: 1.549 -3.434 -1.882
H: 1.414 -3.670 0.613
H: 0.122 -2.719 0.251
H: 3.510 -2.572 1.809
H: 3.848 -0.863 1.231
H: 4.887 -2.049 -0.302
H: 4.005 -3.533 -0.181
H: 3.409 -2.132 -2.161

Output
Relative energy (zero: lowest compared OMol25 entry of this formula, charge and spin) = 2197.77 kJ/mol
E_HOMO = -8.067 eV
E_tot = -37365.7964 eV
Kohn-Sham gap = 0.2924 Ha
Charge = 0

***

(7)
DFT (ωB97M-V with the def2-TZVPD basis set) results for a cluster of 2 separate species, C22H26NS2 in total in a non-equilibrium geometry.

Atoms and positions in Å:
C: 4.109 -1.861 -1.914
C: 3.311 -0.914 -2.570
C: 1.963 -0.814 -2.263
C: 1.411 -1.506 -1.157
C: 0.039 -1.268 -0.762
C: -0.703 -0.131 -1.136
N: -2.047 -0.242 -1.301
C: -2.695 -1.534 -1.447
C: -4.205 -1.251 -1.463
C: -4.378 0.265 -1.335
C: -2.970 0.876 -1.400
C: -0.066 1.196 -1.350
C: 0.953 1.643 -0.490
C: 1.603 2.853 -0.729
C: 1.155 3.697 -1.752
C: 0.138 3.263 -2.611
C: -0.422 1.996 -2.454
C: 2.227 -2.467 -0.501
C: 3.549 -2.647 -0.894
H: 5.152 -1.983 -2.208
H: 3.728 -0.264 -3.340
H: 1.305 -0.182 -2.861
H: -0.476 -2.078 -0.243
H: -2.370 -2.011 -2.389
H: -2.429 -2.217 -0.628
H: -4.626 -1.638 -2.396
H: -4.687 -1.762 -0.623
H: -4.993 0.674 -2.139
H: -4.851 0.505 -0.380
H: -2.817 1.642 -0.625
H: -2.863 1.384 -2.368
H: 1.230 1.027 0.369
H: 2.449 3.142 -0.106
H: 1.607 4.679 -1.891
H: -0.219 3.898 -3.419
H: -1.126 1.622 -3.204
H: 1.783 -3.061 0.302
H: 4.160 -3.411 -0.413
C: 0.475 -0.090 5.457
C: -0.364 0.837 4.596
S: -1.088 -0.005 3.136
C: 0.266 -0.711 2.421
S: 1.398 -1.599 3.297
C: 1.739 -0.489 4.713
H: 0.765 0.450 6.364
H: -0.101 -0.976 5.743
H: -1.234 1.216 5.149
H: 0.221 1.682 4.208
H: 0.309 -0.752 1.338
H: 2.269 0.383 4.309
H: 2.415 -1.066 5.358

Output
Relative energy (zero: lowest compared OMol25 entry of this formula, charge and spin) = 158.70 kJ/mol
E_HOMO = -9.407 eV
E_tot = -46387.9776 eV
Kohn-Sham gap = 0.1296 Ha
Charge = +1

***

(8)
DFT (ωB97M-V with the def2-TZVPD basis set) results for a structure of composition C22H27AlN4O8P.

Atoms and positions in Å:
C: 4.643 -3.456 -1.538
C: 3.235 -3.153 -1.012
P: 2.463 -4.617 -0.168
C: 1.912 -5.633 -1.646
Al: 0.441 -3.927 0.848
C: -0.735 -3.025 -0.560
O: -0.014 -1.917 -1.205
N: -0.597 -1.667 -2.461
O: 0.095 -2.021 -3.337
H: 5.141 -4.159 -0.864
H: 4.587 -3.958 -2.508
H: 5.262 -2.560 -1.621
H: 2.601 -2.877 -1.859
H: 3.257 -2.311 -0.316
H: 2.171 -6.679 -1.491
H: 0.837 -5.537 -1.810
H: 2.402 -5.259 -2.548
H: -0.368 -5.267 1.297
H: 0.684 -3.016 2.158
H: -0.940 -3.771 -1.337
H: -1.703 -2.656 -0.194
C: 4.384 3.367 1.244
C: 5.128 2.974 2.346
C: 4.966 1.704 2.875
C: 4.043 0.853 2.296
C: 3.289 1.216 1.197
C: 3.470 2.488 0.669
N: 3.835 -0.492 2.887
O: 4.511 -0.778 3.858
O: 2.991 -1.203 2.386
H: 4.495 4.365 0.840
H: 5.825 3.662 2.806
H: 5.527 1.382 3.739
H: 2.574 0.525 0.773
H: 2.878 2.799 -0.182
C: -1.300 0.660 0.917
C: -0.493 0.725 2.042
C: 0.091 1.923 2.401
C: -0.145 3.036 1.615
C: -0.941 2.996 0.488
C: -1.524 1.792 0.143
N: 0.510 4.293 1.981
O: 1.217 4.269 2.960
O: 0.348 5.263 1.264
H: -1.749 -0.277 0.639
H: -0.309 -0.163 2.632
H: 0.735 1.993 3.264
H: -1.093 3.884 -0.108
H: -2.147 1.736 -0.740
C: -7.541 1.101 -0.573
C: -6.325 1.569 -0.094
C: -5.325 1.937 -0.978
C: -5.569 1.829 -2.333
C: -6.769 1.363 -2.835
C: -7.761 0.996 -1.940
N: -4.510 2.230 -3.283
O: -3.457 2.608 -2.817
O: -4.759 2.155 -4.467
H: -8.321 0.817 0.121
H: -6.153 1.648 0.971
H: -4.374 2.302 -0.621
H: -6.919 1.288 -3.901
H: -8.707 0.628 -2.313

Output
E_HOMO = -3.651 eV
E_tot = -61468.1600 eV
Kohn-Sham gap = 0.1684 Ha
Charge = -1

***

- What is the charge in the third record?
  0

***

- Look up the E_tot of the sixth one.
  -37365.7964 eV

***

- Look up the E_tot of the eighth one.
  -61468.1600 eV

***

- Among the records above, which one has the highest charge?
  C22H26NS2